*a*
Here is a structure of composition C3H4N4 from the OMol25 dataset. Energies are from ωB97M-V/def2-TZVPD.

Structure (XYZ):
```
11
C3H4N4, DFT ωB97M-V/def2-TZVPD
C 1.43 -0.10 0.04
C -0.36 0.61 -0.33
C 0.05 -0.60 0.13
H 1.88 0.04 1.16
H 2.16 -0.57 -0.70
H 1.14 2.12 -0.19
H -2.82 -1.04 0.13
N 0.94 1.22 -0.57
N -1.74 0.63 -0.24
N -1.93 -0.69 0.26
N -0.75 -1.62 0.30
```

Calculated values
- HOMO: -9.030 eV
- Charge: 0
- E_LUMO: 0.6781 eV
- Frontier orbital gap: 9.7 eV

---

*b*
Here is an isolated molecule of C3H4N4 from the OMol25 dataset. Energies are from ωB97M-V/def2-TZVPD.

Structure (XYZ):
```
11
C3H4N4, DFT ωB97M-V/def2-TZVPD
N -0.88 -1.76 -0.14
C -0.44 -0.47 -0.03
C 0.73 -0.16 0.71
N 1.24 1.03 0.68
C 0.70 1.82 -0.27
N -0.43 1.62 -0.91
N -1.09 0.48 -0.69
H -0.75 -2.35 0.67
H -1.77 -1.86 -0.61
H 1.30 -0.92 1.24
H 1.38 2.56 -0.65
```

Calculated values
- HOMO: -9.150 eV
- Structure (SMILES): Nc1cncnn1
- Charge: 0
- E_LUMO: 0.0887 eV
- Frontier orbital gap: 9.2 eV

---

Order of stability, best first: *b*, *a*

---

*a*
Here is a cluster of 2 separate species, C5H11NO in total from the OMol25 dataset. Energies are from ωB97M-V/def2-TZVPD.

Structure (XYZ):
```
18
C5H11NO, DFT ωB97M-V/def2-TZVPD
N -0.26 -0.80 -1.39
C -0.11 -0.31 -0.12
C -0.60 -0.86 1.47
C -1.40 0.01 0.69
C -1.42 1.41 1.38
C 1.35 0.09 0.26
H 0.29 -0.30 -2.13
H -0.30 -1.80 -1.51
H -0.90 -1.91 1.57
H -2.19 -0.14 -0.03
H -1.95 1.34 2.34
H -0.37 1.60 1.64
H 1.81 -0.90 0.45
H 1.93 0.56 -0.53
H 1.39 0.64 1.20
H 2.62 -0.41 -3.40
H -1.85 2.25 0.81
O 1.95 -0.49 -2.70
```

Calculated values
- HOMO (spin up / spin down): -3.162 / -3.115 eV
- Spin multiplicity: 2
- Charge: -1
- E_LUMO (spin up / spin down): 4.0227 / 2.7459 eV
- Frontier orbital gap (spin up / spin down): 7.2 / 5.9 eV

---

*b*
Here is a cluster of 2 separate species, C5H11NO in total from the OMol25 dataset. Energies are from ωB97M-V/def2-TZVPD.

Structure (XYZ):
```
18
C5H11NO, DFT ωB97M-V/def2-TZVPD
N -1.54 0.10 -1.42
C -0.16 -0.16 -1.25
C 0.53 -1.30 -1.45
C 1.44 1.98 1.49
C 0.92 0.86 0.66
C 0.52 1.12 -0.54
H -2.12 0.51 -0.71
H -2.05 -0.74 -1.78
H 0.20 -2.21 -1.93
H 1.55 -1.38 -1.35
H 1.80 2.74 0.77
H 2.24 1.87 2.13
H 0.60 2.37 2.12
H 1.10 -0.06 1.13
H 0.66 1.97 -1.15
H -0.72 -2.40 1.07
H -2.15 -2.14 1.49
O -1.22 -2.03 1.83
```

Calculated values
- HOMO (spin up / spin down): 1.057 / -4.688 eV
- Spin multiplicity: 2
- Charge: -1
- E_LUMO (spin up / spin down): 3.7440 / 3.6381 eV
- Frontier orbital gap (spin up / spin down): 2.7 / 8.3 eV

---

*c*
Here is a cluster of 2 separate species, C5H11NO in total from the OMol25 dataset. Energies are from ωB97M-V/def2-TZVPD.

Structure (XYZ):
```
18
C5H11NO, DFT ωB97M-V/def2-TZVPD
C -2.16 -0.91 1.86
N 0.41 -0.42 0.03
C -0.88 0.03 -0.30
C -1.92 0.12 0.59
C -0.36 0.43 -2.67
C -1.27 0.24 -1.72
H -1.37 -0.65 2.44
H -3.15 -0.70 2.19
H -2.07 -1.90 1.72
H 1.06 -0.76 -0.78
H 0.50 -1.16 0.77
H -2.80 0.81 0.68
H 0.49 -0.29 -2.77
H -0.61 0.78 -3.61
H -2.16 0.80 -1.67
H 4.86 0.74 0.99
H 6.13 1.25 1.25
O 5.31 1.59 0.98
```

Calculated values
- HOMO (spin up / spin down): 0.297 / -2.011 eV
- Spin multiplicity: 2
- Charge: -1
- E_LUMO (spin up / spin down): 3.0100 / 2.9540 eV
- Frontier orbital gap (spin up / spin down): 2.7 / 5.0 eV

---

*d*
Here is a cluster of 2 separate species, C5H11NO in total from the OMol25 dataset. Energies are from ωB97M-V/def2-TZVPD.

Structure (XYZ):
```
18
C5H11NO, DFT ωB97M-V/def2-TZVPD
N 1.20 2.86 -0.16
C 0.24 1.91 0.04
C 0.44 0.55 -0.21
C -0.01 -0.46 0.73
C 0.37 -1.78 0.76
C -0.43 -2.85 1.47
H 1.08 3.82 0.15
H 2.17 2.53 -0.23
H -0.73 2.14 0.48
H 1.10 0.14 -0.97
H -0.83 -0.20 1.39
H 1.19 -2.11 0.14
H -0.05 -3.05 2.50
H -0.13 -3.84 1.10
H -1.49 -2.67 1.28
H -1.36 0.54 -3.49
H -1.03 1.34 -2.16
O -1.72 1.14 -2.81
```

Calculated values
- HOMO (spin up / spin down): 0.621 / -1.882 eV
- Spin multiplicity: 2
- Charge: -1
- E_LUMO (spin up / spin down): 4.1893 / 4.1320 eV
- Frontier orbital gap (spin up / spin down): 3.6 / 6.0 eV

---

Order of stability, best first: *d*, *b*, *c*, *a*

---

*a*
Here is a cluster of 2 separate species, C2H9N2S in total from the OMol25 dataset. Energies are from ωB97M-V/def2-TZVPD.

Structure (XYZ):
```
14
C2H9N2S, DFT ωB97M-V/def2-TZVPD
C -0.83 -2.20 -1.25
S 0.69 -1.21 -1.49
H -0.54 -3.24 -1.03
H -1.47 -1.77 -0.39
H -1.39 -2.00 -2.11
N 1.14 1.98 0.08
C 0.10 1.60 1.16
N -0.28 0.12 1.17
H 1.88 1.34 0.08
H 0.76 1.85 -0.82
H 0.68 1.76 2.07
H -0.74 2.30 1.13
H -0.60 -0.07 0.25
H 0.61 -0.45 1.16
```

Calculated values
- HOMO: -2.415 eV
- Charge: -1
- E_LUMO: 4.2984 eV
- Frontier orbital gap: 6.7 eV

---

*b*
Here is a cluster of 2 separate species, C2H9N2S in total from the OMol25 dataset. Energies are from ωB97M-V/def2-TZVPD.

Structure (XYZ):
```
14
C2H9N2S, DFT ωB97M-V/def2-TZVPD
C 1.98 -1.00 -0.17
S 1.65 0.79 0.04
H 1.37 -1.43 -0.98
H 1.72 -1.56 0.73
H 3.03 -1.17 -0.41
N -1.50 0.19 -1.13
C -1.88 -0.61 0.04
N -1.60 0.08 1.29
H -1.43 -0.44 -1.93
H -0.55 0.52 -0.96
H -1.35 -1.57 0.08
H -2.95 -0.84 -0.01
H -2.07 0.98 1.26
H -0.61 0.31 1.29
```

Calculated values
- HOMO: -2.637 eV
- Charge: -1
- E_LUMO: 4.2652 eV
- Frontier orbital gap: 6.9 eV

---

Order of stability, best first: *b*, *a*

---

*a*
Here is a cluster of 3 separate species, C2H6NO5 in total from the OMol25 dataset. Energies are from ωB97M-V/def2-TZVPD.

Structure (XYZ):
```
14
C2H6NO5, DFT ωB97M-V/def2-TZVPD
O 1.52 -1.20 -1.05
C 1.21 -2.00 -0.21
N 0.25 -1.96 0.78
C -1.17 -1.57 0.80
O -1.53 -0.81 -0.11
O -1.76 -2.06 1.77
H 1.78 -2.97 -0.12
H 0.63 -2.23 1.66
H 1.91 3.13 -1.66
H 1.19 3.01 -0.28
O 1.88 3.48 -0.76
H -2.27 1.28 -0.78
H -1.66 1.79 0.42
O -1.96 2.14 -0.45
```

Calculated values
- HOMO: -5.040 eV
- Charge: -1
- E_LUMO: 3.6710 eV
- Frontier orbital gap: 8.7 eV

---

*b*
Here is a cluster of 3 separate species, C2H6NO5 in total from the OMol25 dataset. Energies are from ωB97M-V/def2-TZVPD.

Structure (XYZ):
```
14
C2H6NO5, DFT ωB97M-V/def2-TZVPD
O -1.03 -0.57 2.05
C -1.99 -0.14 1.42
N -1.86 0.56 0.28
C -0.97 0.21 -0.88
O -0.69 -0.99 -0.96
O -0.74 1.17 -1.62
H -2.95 -0.31 1.95
H -2.62 1.06 -0.14
H 3.32 0.60 1.16
H 2.09 -0.35 0.81
O 2.94 -0.26 1.25
H 1.18 -0.98 -1.42
H 1.49 0.44 -1.98
O 1.84 -0.45 -1.92
```

Calculated values
- HOMO: -5.350 eV
- Charge: -1
- E_LUMO: 3.8272 eV
- Frontier orbital gap: 9.2 eV

---

Order of stability, best first: *b*, *a*

---

*a*
Here is a cluster of 2 separate species, C3H10N2OP in total from the OMol25 dataset. Energies are from ωB97M-V/def2-TZVPD.

Structure (XYZ):
```
17
C3H10N2OP, DFT ωB97M-V/def2-TZVPD
C -0.76 0.23 0.68
C -0.97 -0.53 1.86
C 0.16 -0.47 -0.24
N -1.44 1.26 0.41
N 1.59 1.14 -0.59
O 0.94 -1.30 0.40
P 0.01 -0.94 -2.00
H -0.10 -0.84 2.28
H -1.69 0.01 2.54
H -1.37 -1.55 1.64
H -1.32 1.84 -0.39
H 2.59 1.21 -0.32
H 1.04 2.00 -0.45
H 1.67 1.07 -1.58
H 1.38 -2.04 -0.07
H -0.47 0.30 -2.32
H -1.26 -1.37 -1.85
```

Calculated values
- HOMO: -14.328 eV
- Charge: +1
- E_LUMO: -5.1941 eV
- Frontier orbital gap: 9.1 eV

---

*b*
Here is a cluster of 2 separate species, C3H10N2OP in total from the OMol25 dataset. Energies are from ωB97M-V/def2-TZVPD.

Structure (XYZ):
```
17
C3H10N2OP, DFT ωB97M-V/def2-TZVPD
C -0.25 1.81 -2.32
C -0.67 -1.02 -0.92
C -1.19 -0.08 1.90
N 1.25 0.50 0.47
N 0.70 1.93 -2.99
O 0.74 -1.77 1.67
P 0.10 -0.63 0.75
H 1.86 0.84 1.25
H -0.24 -1.83 -1.45
H -1.78 -0.89 -0.77
H -0.23 -0.16 -1.45
H -2.17 -0.51 1.58
H -0.94 -0.40 2.93
H -1.42 1.06 1.83
H 1.21 1.25 -0.15
H 1.37 1.75 -3.76
H 1.66 -1.84 1.44
```

Calculated values
- HOMO: -15.359 eV
- Charge: +1
- E_LUMO: -2.9460 eV
- Frontier orbital gap: 12.4 eV

---

*c*
Here is a cluster of 2 separate species, C3H10N2OP in total from the OMol25 dataset. Energies are from ωB97M-V/def2-TZVPD.

Structure (XYZ):
```
17
C3H10N2OP, DFT ωB97M-V/def2-TZVPD
C 1.85 0.26 0.86
C -1.36 -0.68 -1.13
C 0.53 1.53 -1.49
N 2.94 0.58 1.17
N 0.81 -0.24 0.40
O -1.97 -1.13 2.25
P -0.60 0.72 -0.26
H -1.75 -2.07 2.06
H -0.60 -0.82 -2.05
H -1.50 -1.47 -0.46
H -2.30 -0.39 -1.46
H -0.03 2.41 -1.95
H 1.41 1.91 -0.89
H 0.89 0.85 -2.16
H -2.66 -1.25 2.94
H 3.36 0.96 1.93
H 0.97 -1.19 0.25
```

Calculated values
- HOMO: -13.319 eV
- Charge: +1
- E_LUMO: -3.9599 eV
- Frontier orbital gap: 9.4 eV

---

Order of stability, best first: *b*, *c*, *a*

---

*a*
Here is a structure of composition C31H30ClN4O5RhS2 from the OMol25 dataset. Energies are from ωB97M-V/def2-TZVPD.

Structure (XYZ):
```
74
C31H30ClN4O5RhS2, DFT ωB97M-V/def2-TZVPD
Rh 0.18 0.61 1.04
C -2.95 -1.92 7.39
C -2.30 -0.90 6.50
C -1.66 0.21 7.05
C -1.04 1.16 6.26
C -1.06 0.96 4.89
C -1.69 -0.12 4.30
C -2.32 -1.05 5.12
S -0.35 2.25 3.90
O -1.27 3.34 4.06
O 1.00 2.48 4.35
N -0.27 2.19 2.07
C 0.70 3.09 1.70
C 0.82 4.42 2.09
C 1.99 5.08 1.77
C 2.99 4.41 1.07
C 2.76 3.12 0.65
N 1.62 2.48 0.91
H -3.05 -1.56 8.41
H -2.35 -2.84 7.42
H -3.94 -2.19 7.01
H -1.65 0.33 8.13
H -0.54 2.02 6.69
H -1.69 -0.24 3.22
H -2.82 -1.90 4.67
H 0.03 4.86 2.68
H 2.15 6.10 2.08
H 3.94 4.89 0.84
H 3.50 2.57 0.08
Cl 1.11 -0.43 2.81
O -0.89 1.51 -0.61
S -0.85 2.13 -1.98
C -0.35 3.88 -1.80
C 1.08 4.04 -2.31
C 1.26 2.96 -3.38
C 0.73 1.68 -2.76
H -0.49 4.13 -0.75
H -1.06 4.45 -2.40
H 1.78 3.89 -1.50
H 1.24 5.04 -2.71
H 2.31 2.85 -3.67
H 0.69 3.21 -4.27
H 1.36 1.30 -1.95
H 0.55 0.89 -3.48
O -1.44 -1.13 0.83
C -0.75 -1.50 -0.14
N -1.05 -2.40 -1.10
C 0.00 -2.43 -2.11
C 1.01 -1.41 -1.49
O 2.05 -1.09 -2.01
N 0.46 -0.94 -0.35
C -0.44 -1.81 -3.43
C -1.58 -1.03 -3.51
C -1.96 -0.46 -4.72
C -1.18 -0.66 -5.86
C -0.01 -1.41 -5.77
C 0.36 -1.97 -4.56
C 0.56 -3.84 -2.23
C 0.00 -4.75 -3.12
C 0.44 -6.07 -3.15
C 1.43 -6.49 -2.28
C 2.01 -5.58 -1.40
C 1.58 -4.26 -1.38
H -1.89 -2.94 -1.12
H -2.18 -0.86 -2.63
H -2.86 0.13 -4.78
H -1.47 -0.21 -6.80
H 0.61 -1.55 -6.64
H 1.29 -2.53 -4.48
H -0.78 -4.43 -3.80
H 0.00 -6.76 -3.85
H 1.76 -7.52 -2.29
H 2.79 -5.90 -0.72
H 2.05 -3.56 -0.70
```

Calculated values
- HOMO (spin up / spin down): -8.386 / -8.385 eV
- Charge: 0
- E_LUMO (spin up / spin down): -1.2599 / -1.2565 eV
- Frontier orbital gap (spin up / spin down): 7.1 / 7.1 eV

---

*b*
Here is a structure of composition C31H30ClN4O5RhS2 from the OMol25 dataset. Energies are from ωB97M-V/def2-TZVPD.

Structure (XYZ):
```
74
C31H30ClN4O5RhS2, DFT ωB97M-V/def2-TZVPD
Rh -2.01 -0.64 -0.55
C 2.61 -0.63 3.94
C 1.15 -0.46 3.62
C 0.71 0.66 2.92
C -0.63 0.82 2.61
C -1.54 -0.15 3.00
C -1.12 -1.27 3.71
C 0.22 -1.42 4.02
S -3.22 -0.02 2.50
O -3.47 1.36 2.21
O -4.02 -0.71 3.47
N -3.30 -0.81 1.09
C -3.45 -2.18 0.96
C -4.11 -3.13 1.73
C -4.20 -4.41 1.22
C -3.64 -4.73 -0.02
C -2.97 -3.74 -0.72
N -2.87 -2.52 -0.21
H 3.21 0.18 3.52
H 3.00 -1.58 3.54
H 2.78 -0.65 5.02
H 1.42 1.41 2.61
H -0.98 1.68 2.05
H -1.85 -2.02 4.02
H 0.55 -2.29 4.57
H -4.56 -2.84 2.67
H -4.72 -5.17 1.78
H -3.74 -5.72 -0.44
H -2.51 -3.91 -1.68
Cl -3.20 -0.56 -2.49
O -2.07 1.45 -0.59
S -3.52 1.96 -0.70
C -3.46 3.53 0.21
C -3.17 4.64 -0.80
C -3.91 4.25 -2.07
C -3.57 2.79 -2.32
H -2.72 3.39 0.99
H -4.44 3.65 0.68
H -2.09 4.69 -1.00
H -3.48 5.61 -0.41
H -3.63 4.86 -2.92
H -4.99 4.37 -1.92
H -2.55 2.66 -2.69
H -4.25 2.25 -2.96
O -0.34 -1.75 0.62
C 0.45 -1.22 -0.20
N 1.80 -1.23 -0.20
C 2.31 -0.39 -1.29
C 0.96 0.05 -1.97
O 0.91 0.77 -2.94
N -0.05 -0.49 -1.24
C 3.15 -1.17 -2.29
C 3.26 -2.55 -2.24
C 4.01 -3.23 -3.19
C 4.64 -2.53 -4.21
C 4.52 -1.15 -4.28
C 3.78 -0.47 -3.32
C 3.04 0.83 -0.71
C 4.38 0.73 -0.37
C 5.04 1.78 0.25
C 4.35 2.96 0.53
C 3.01 3.07 0.17
C 2.36 2.01 -0.44
H 2.35 -1.60 0.55
H 2.76 -3.10 -1.45
H 4.09 -4.31 -3.14
H 5.22 -3.06 -4.96
H 5.00 -0.60 -5.08
H 3.67 0.61 -3.38
H 4.93 -0.18 -0.60
H 6.08 1.69 0.52
H 4.86 3.79 1.00
H 2.47 3.99 0.38
H 1.31 2.11 -0.71
```

Calculated values
- HOMO: -8.420 eV
- Charge: 0
- E_LUMO: -0.5858 eV
- Frontier orbital gap: 7.8 eV

---

Order of stability, best first: *b*, *a*

---

*a*
Here is a structure of composition C3H5O2Se from the OMol25 dataset. Energies are from ωB97M-V/def2-TZVPD.

Structure (XYZ):
```
11
C3H5O2Se, DFT ωB97M-V/def2-TZVPD
C 2.20 0.57 -0.04
C -1.78 -0.97 0.16
C 0.61 0.87 -0.16
O 2.46 -0.63 -0.01
O 2.90 1.56 0.06
Se 0.15 -1.34 -0.16
H -2.53 -1.76 0.24
H -1.73 -0.31 1.12
H -2.28 -0.32 -0.61
H 0.15 1.18 -1.18
H -0.14 1.14 0.58
```

Calculated values
- HOMO: -3.779 eV
- Charge: -1
- E_LUMO: 3.5106 eV
- Frontier orbital gap: 7.3 eV

---

*b*
Here is a cluster of 3 separate species, C3H5O2Se in total from the OMol25 dataset. Energies are from ωB97M-V/def2-TZVPD.

Structure (XYZ):
```
11
C3H5O2Se, DFT ωB97M-V/def2-TZVPD
C -0.27 -0.14 -2.37
C -0.19 0.71 -0.24
C -0.48 -0.55 0.18
O -1.40 -0.26 -2.65
O 0.86 -0.02 -2.56
Se 1.49 -0.27 3.17
H 0.76 1.30 0.04
H -1.03 1.30 -0.56
H -1.37 -1.02 -0.11
H 0.40 -1.13 0.64
H 1.22 0.06 4.46
```

Calculated values
- HOMO: -2.597 eV
- Charge: -1
- E_LUMO: 3.1096 eV
- Frontier orbital gap: 5.7 eV

---

Order of stability, best first: *a*, *b*